(1)
The following is a quantum chemistry calculation of C28H28N2SiYb as an isolated structure in a non-equilibrium geometry, from the Open Molecules 2025 dataset.

**HOMO-LUMO gap (alpha / beta)**: 6.6 / 5.7 eV
**Charge**: +1
**Energy above the lowest of the compared OMol25 structures with the same formula, charge and spin**: 53.8 kcal per mole
**Multiplicity**: 2

Last column: Mulliken charge in e.
Cartesian coordinates (Å):
Yb (-1.09693, 0.30478, 1.47818)  0.7504
Si (0.09795, -0.92256, -2.60818)  0.6528
N (0.63757, -1.11636, 2.21577)  -0.0574
N (-2.08095, -1.05844, 3.00851)  -0.2400
C (2.62582, 0.63303, -2.71505)  0.2849
C (2.52409, -1.41484, -4.01094)  -0.5170
C (-1.85287, 3.23467, -3.81184)  -0.4607
C (-1.51645, -2.24463, 5.01606)  -0.7704
C (0.16152, -2.03005, 3.11253)  1.0471
C (-2.43769, 2.52579, -2.75086)  -0.7685
C (-0.40149, 2.71479, 0.61083)  -0.4917
C (2.11485, -3.42627, 2.74238)  -0.5257
C (1.80438, -1.34694, 1.56118)  0.0592
C (-0.84130, 0.67539, -3.08611)  0.5141
C (-0.77688, 2.66155, -4.51440)  -0.7295
C (-1.68696, 2.86652, 1.23292)  -0.5828
C (0.90079, -3.18536, 3.40694)  -0.8674
C (-3.19053, -0.58709, 3.59682)  -0.0818
C (-3.54570, -0.95345, 4.91162)  -0.8319
C (-0.28906, 1.39208, -4.16365)  -0.1526
C (-0.16658, 2.21976, 2.85567)  -0.4113
C (1.92635, -0.50927, -3.13286)  -0.2900
C (4.33537, 0.16082, -4.39486)  -0.5523
C (-1.96600, 1.24666, -2.43483)  -0.1808
C (0.52879, 2.31843, 1.61644)  -0.7269
C (-1.18337, -1.79193, 3.73455)  0.6671
C (2.56614, -2.49886, 1.79694)  -0.9921
C (-1.53512, 2.55237, 2.62461)  -0.7078
C (3.82398, 0.96256, -3.35660)  -0.5074
C (-2.68494, -1.81619, 5.60299)  -0.4181
C (3.67744, -1.04492, -4.71172)  -0.5130
C (-1.09219, -1.17593, -0.51067)  -1.4293
H (-2.57708, 3.22905, 0.73988)  0.4638
H (0.04408, -1.90154, -3.68114)  -0.2634
H (-2.92597, -2.14698, 6.62041)  0.4117
H (-2.47578, 0.73006, -1.62614)  0.3584
H (0.49296, -3.88404, 4.12721)  0.3835
H (-3.79529, 0.11029, 3.02458)  0.4955
H (0.82751, -0.80718, -1.30084)  0.0523
H (2.68181, -4.32119, 2.97787)  0.4381
H (-3.27268, 2.95934, -2.18270)  0.3776
H (-2.01223, -0.57687, -0.41004)  0.2046
H (4.04504, -1.66753, -5.51203)  0.4099
H (2.10221, -0.60600, 0.80171)  0.5006
H (-0.16685, 2.93720, -0.42739)  0.5287
H (-2.22134, 4.22551, -4.07252)  0.3915
H (5.23604, 0.44014, -4.93998)  0.3891
H (0.26741, 1.97568, 3.82610)  0.4846
H (-4.45058, -0.56079, 5.33461)  0.4257
H (0.57453, 0.98948, -4.72380)  0.3454
H (-0.32683, 3.19138, -5.36182)  0.3821
H (1.60279, 2.18961, 1.49058)  0.5883
H (3.48916, -2.63851, 1.24249)  0.4374
H (-2.32953, 2.61850, 3.36073)  0.6031
H (4.39303, 1.85428, -3.06779)  0.3728
H (-0.79681, -2.91343, 5.51834)  0.3148
H (-1.39138, -2.11582, -1.05541)  0.4857
H (-0.71344, -1.50641, 0.47459)  0.5286
H (2.25464, 1.23444, -1.88148)  0.4130
H (2.06454, -2.38479, -4.21843)  0.3075

---

(2)
The following is a quantum chemistry calculation of an isolated ion of composition C2H6ClN2O and charge +1 in a non-equilibrium geometry, from the Open Molecules 2025 dataset.

**HOMO-LUMO gap**: 11.0 eV
**Charge**: +1
**Energy above the lowest of the compared OMol25 structures with the same formula, charge and spin**: 10.2 kcal per mole
**SMILES**: NC(=[NH2+])[C@@H](O)Cl

Last column: Mulliken charge in e.
Cartesian coordinates (Å):
Cl (-2.32961, -0.75986, -0.11607)  -0.1587
O (-1.11582, 1.57450, 0.09119)  -0.5022
N (0.76543, -1.63603, 0.10380)  -0.3076
N (1.15400, 0.51491, -0.79740)  -0.3404
C (0.42703, -0.34291, -0.09277)  0.5722
C (-0.94561, 0.30734, 0.58063)  0.0296
H (0.85953, 1.45731, -1.05695)  0.2443
H (2.16082, 0.34187, -1.04385)  0.2620
H (-1.68557, 2.29223, 0.39821)  0.3562
H (1.57876, -1.92983, -0.34254)  0.2173
H (0.19103, -2.13954, 0.64624)  0.2071
H (-1.06000, 0.32001, 1.62952)  0.4202

---

(3)
The following is a quantum chemistry calculation of C40H38Br4FN4O3S2Y as an isolated structure, from the Open Molecules 2025 dataset.

**HOMO-LUMO gap**: 4.9 eV
**Charge**: -2
**Energy above the lowest of the compared OMol25 structures with the same formula, charge and spin**: 55.7 kcal per mole

Last column: Mulliken charge in e.
Cartesian coordinates (Å):
Y (0.20907, 0.39020, 0.50814)  0.6213
Br (0.89287, 3.65969, 4.59479)  -0.1946
Br (-4.77945, 4.42092, 4.10380)  -0.2599
Br (-1.93998, 5.07895, 5.68846)  -0.2427
Br (-4.73023, 2.28501, 1.52137)  -0.2482
S (-2.45781, 0.84055, -1.97801)  0.4209
S (3.13630, 1.14614, -3.37424)  0.7256
F (1.31776, 1.58866, -0.88807)  -0.7362
O (0.37467, 2.06255, 2.07055)  -0.5989
O (3.40242, 2.39329, -4.15262)  -0.7810
O (-1.85708, 1.56596, 0.79974)  -0.4646
N (-0.95718, 0.46885, -1.75056)  0.0384
N (-1.06038, -3.25538, 0.45309)  -0.0075
N (-0.79112, -1.36126, 1.82704)  -0.0227
N (0.36458, -1.89572, -0.81913)  0.9758
C (-0.83687, -3.16318, 4.19597)  -0.1953
C (-1.99385, 4.32380, -4.01262)  -0.7427
C (-2.92867, 4.83838, -1.85334)  -0.6432
C (-0.54572, -0.83694, 3.15387)  0.1771
C (0.48728, -1.56667, 4.95577)  -0.4122
C (-3.77540, -1.17284, -5.87581)  -0.3605
C (2.21645, -0.73860, 1.43171)  -0.3874
C (4.63837, -1.03144, 2.37411)  -2.0329
C (-2.97068, 0.10937, -3.55930)  0.0728
C (0.93948, -0.77169, 3.70684)  -0.4886
C (-3.11683, 2.84272, 2.36577)  -0.1520
C (-3.14021, 3.66387, 3.51256)  0.1845
C (-2.03944, 2.97291, -3.71389)  -0.2093
C (2.36588, -2.75180, 3.07119)  -0.7324
C (-0.69126, 2.61785, 2.53375)  0.0812
C (0.63616, -3.09301, 4.81007)  -0.2179
C (-4.21786, 0.39185, -4.10258)  -0.2240
C (-2.53885, -1.45881, -5.31719)  -0.5760
C (-0.22203, -4.06969, -1.62526)  -0.7844
C (4.20016, -0.10543, -4.14078)  -1.0410
C (-0.96960, -1.64135, 4.40190)  -0.6010
C (1.75762, -3.55319, 3.94952)  -1.1490
C (-0.28817, -3.04535, -0.64354)  0.0895
C (-2.13465, -0.82024, -4.15018)  -0.3515
C (-0.92018, -2.68126, 1.76798)  0.7097
C (-0.75402, 3.39103, 3.69042)  -0.0613
C (4.06001, 1.27090, -1.84016)  -0.8959
C (1.10492, -1.74069, -1.91999)  -0.8683
C (-2.54000, 2.56379, -2.48311)  0.0749
C (-1.93632, 2.32806, 1.83544)  -0.1872
C (1.23553, -2.68413, -2.91550)  -0.5145
C (-2.44395, 5.25602, -3.08315)  -0.3509
C (-1.96078, 3.94003, 4.16931)  0.2835
C (-2.97171, 3.48495, -1.54269)  0.1895
C (2.07131, -1.32290, 2.85910)  2.2871
C (0.53487, -3.88302, -2.75054)  -0.6700
C (3.25062, -0.41859, 2.47219)  1.0947
C (3.32418, 0.97015, 3.08031)  -1.4158
C (-4.61645, -0.24786, -5.26493)  -0.6837
C (-1.00780, -3.59211, 2.78789)  -1.9299
H (5.29545, -0.34386, 1.82905)  0.4693
H (3.44169, 1.85910, -1.16248)  0.1498
H (3.12953, -3.18650, 2.43407)  0.1421
H (-1.48904, -3.72355, 4.87369)  0.5946
H (4.14406, -1.03497, -3.57254)  0.2506
H (-1.01063, -4.65128, 2.54783)  0.1591
H (-5.58440, -0.02652, -5.69772)  0.3742
H (3.82381, -0.26137, -5.15125)  0.3247
H (1.59802, -0.77567, -2.00223)  0.5863
H (-0.98277, 0.16327, 3.20448)  0.1103
H (4.19875, 0.27639, -1.41549)  0.2346
H (0.74402, -1.13867, 5.92547)  0.3338
H (-3.25817, 5.56136, -1.11856)  0.4356
H (5.08686, -1.20074, 3.36163)  0.3221
H (-0.76533, -4.99289, -1.46377)  0.3926
H (-1.68109, 2.24139, -4.42800)  0.4143
H (-1.84867, -1.28785, 4.93965)  0.3448
H (-3.30935, 3.14043, -0.57079)  -0.0681
H (-0.31378, 1.01357, -2.32448)  0.0274
H (1.14927, 0.26322, 3.97268)  0.5131
H (4.16101, 1.52267, 2.63700)  0.4422
H (-4.86503, 1.11661, -3.62151)  0.4269
H (0.65388, -3.59272, 5.78355)  0.4602
H (1.84666, -2.48992, -3.78659)  0.3991
H (2.42065, 1.54671, 2.89785)  -0.0553
H (-1.18032, -1.03546, -3.68048)  0.3241
H (5.01363, 1.74616, -2.06992)  0.5386
H (3.49754, 0.92752, 4.16383)  0.3314
H (-1.42022, -4.19345, 0.50929)  0.3250
H (-1.59314, 4.65133, -4.96351)  0.3743
H (-4.08989, -1.67228, -6.78403)  0.3648
H (2.02717, -4.60651, 3.97751)  0.3078
H (-2.39797, 6.31272, -3.31605)  0.3680
H (4.64299, -1.97723, 1.83319)  0.4038
H (-1.88418, -2.18441, -5.78411)  0.4130
H (5.22449, 0.26501, -4.17994)  0.3876
H (2.59564, -1.52958, 0.76631)  0.1051
H (0.59294, -4.66535, -3.49909)  0.3808

---

(4)
The following is a quantum chemistry calculation of one molecule with the formula C12H16O5S2 in a non-equilibrium geometry, from the Open Molecules 2025 dataset.

**HOMO-LUMO gap**: 10.0 eV
**Energy above the lowest of the compared OMol25 structures with the same formula, charge and spin**: 33.7 kcal per mole
**SMILES**: COC(=O)[C@H](S)CCS(=O)(=O)c1ccc(OC)cc1

Last column: Mulliken charge in e.
Cartesian coordinates (Å):
S (2.03928, 2.72772, -0.73583)  -0.2107
S (-0.16998, -1.44627, -1.35993)  1.2922
O (0.60193, -2.35943, -0.50395)  -0.6631
O (-5.54904, -0.19224, 1.06652)  -0.4535
O (4.82391, -0.27483, 0.03009)  -0.2936
O (-0.42494, -1.91159, -2.76072)  -0.6991
O (4.82596, 2.05387, 0.23111)  -0.5606
C (-2.61856, -0.15279, -1.08954)  -0.0634
C (-4.29372, -0.47635, 0.56246)  0.4145
C (-3.50645, -1.51577, 1.09883)  -0.6508
C (0.71384, 0.15649, -1.47993)  -1.1429
C (-1.77570, -1.12013, -0.58255)  -0.2335
C (3.09002, 1.22224, -1.17110)  0.0843
C (5.83502, -0.20928, 1.10649)  -0.6600
C (2.16417, -0.02590, -1.07400)  -0.8271
C (-3.85908, 0.20805, -0.50292)  -0.5018
C (-2.19096, -1.81628, 0.54085)  -0.2629
C (4.34863, 1.01359, -0.20566)  0.5381
C (-5.52928, 0.52636, 2.37005)  -0.7515
H (0.12914, 0.78841, -0.75770)  0.6332
H (-1.70377, -2.55541, 1.16181)  0.4186
H (6.18467, -1.18175, 1.36750)  0.2636
H (-2.23273, 0.38297, -1.99870)  0.3032
H (3.34942, 1.32625, -2.27135)  0.3291
H (-4.58060, 1.14210, 2.50746)  0.3132
H (2.23148, -0.40280, -0.07025)  0.3639
H (-6.29672, 1.23346, 2.25139)  0.3027
H (0.54441, 0.51364, -2.44169)  0.5446
H (-4.46497, 1.04175, -0.91952)  0.3791
H (6.72920, 0.31209, 0.79870)  0.2837
H (-3.67353, -2.05758, 1.95902)  0.4386
H (-5.71905, -0.06629, 3.24501)  0.2886
H (2.98318, 3.63617, -0.54988)  0.1520
H (2.65271, -0.73473, -1.78648)  0.3158
H (5.34208, 0.21424, 1.96444)  0.3154